# 1
A structure of composition C44H47AsCl2N4O12PRbS at a distorted geometry, computed with the ωB97M-V functional and the def2-TZVPD basis.

Geometry (Å):
Rb (1.536, -14.300, 21.882)
O (-1.734, -17.885, 22.874)
C (-1.021, -16.884, 22.996)
O (-0.627, -16.019, 22.167)
C (-0.582, -16.521, 24.447)
C (-0.756, -15.020, 24.753)
C (-0.935, -14.876, 26.301)
C (0.485, -15.255, 26.811)
C (1.250, -15.401, 25.450)
O (0.579, -14.448, 24.636)
C (0.919, -16.732, 24.747)
C (1.982, -16.991, 23.589)
O (2.058, -18.064, 23.006)
O (2.767, -15.992, 23.381)
H (-1.193, -17.088, 25.150)
H (-1.452, -14.519, 24.087)
H (-1.684, -15.563, 26.672)
H (-1.264, -13.866, 26.522)
H (0.401, -16.156, 27.329)
H (0.892, -14.460, 27.494)
H (2.320, -15.177, 25.530)
H (0.979, -17.597, 25.440)
O (2.474, -11.776, 18.942)
C (1.352, -11.414, 18.771)
Cl (-5.293, -13.116, 23.535)
C (-4.417, -12.980, 22.010)
Cl (-5.101, -11.781, 20.935)
H (-4.450, -13.944, 21.577)
H (-3.400, -12.656, 22.219)
O (-0.127, -12.280, 16.358)
S (-0.914, -11.413, 17.327)
N (0.223, -10.961, 18.701)
C (1.628, -8.976, 14.833)
C (1.717, -8.460, 16.251)
C (2.987, -8.389, 16.887)
C (3.090, -7.979, 18.196)
C (1.905, -7.619, 18.883)
N (1.936, -7.166, 20.243)
C (1.471, -7.775, 21.400)
O (1.624, -7.206, 22.479)
N (0.747, -8.949, 21.162)
C (0.318, -9.850, 22.152)
C (0.702, -9.761, 23.512)
C (0.167, -10.644, 24.431)
C (-0.760, -11.584, 23.951)
N (-1.162, -11.663, 22.705)
C (-0.635, -10.772, 21.793)
C (0.686, -7.632, 18.241)
C (0.575, -8.059, 16.914)
H (0.807, -9.657, 14.809)
H (2.526, -9.526, 14.598)
H (1.391, -8.195, 14.053)
H (3.842, -8.785, 16.386)
H (4.027, -7.943, 18.720)
H (2.393, -6.324, 20.466)
H (0.554, -9.233, 20.197)
H (1.378, -8.984, 23.788)
H (0.427, -10.739, 25.496)
H (-1.137, -12.358, 24.602)
H (-0.937, -10.930, 20.772)
H (-0.217, -7.304, 18.781)
H (-0.372, -8.166, 16.379)
O (1.101, -14.758, 19.096)
As (1.138, -15.603, 17.696)
C (1.775, -17.430, 17.975)
C (2.283, -18.173, 16.907)
C (2.938, -19.347, 17.153)
C (3.154, -19.793, 18.443)
C (2.632, -19.055, 19.529)
C (1.907, -17.885, 19.267)
C (-0.508, -15.700, 16.792)
C (-0.878, -16.669, 15.870)
C (-2.099, -16.584, 15.198)
C (-3.037, -15.604, 15.529)
C (-2.679, -14.672, 16.494)
C (-1.427, -14.678, 17.080)
C (2.378, -14.882, 16.426)
C (1.912, -14.159, 15.360)
C (2.819, -13.434, 14.579)
C (4.168, -13.460, 14.886)
C (4.629, -14.239, 15.907)
C (3.739, -14.993, 16.664)
H (2.108, -17.791, 15.937)
H (3.260, -19.882, 16.262)
H (3.795, -20.645, 18.586)
H (2.868, -19.333, 20.553)
H (1.636, -17.254, 20.062)
H (-0.225, -17.449, 15.584)
H (-2.401, -17.356, 14.524)
H (-3.995, -15.567, 15.047)
H (-3.390, -13.884, 16.695)
H (-1.097, -13.935, 17.810)
H (0.831, -13.924, 15.274)
H (2.407, -12.838, 13.786)
H (4.858, -12.922, 14.278)
H (5.722, -14.236, 16.108)
H (4.131, -15.577, 17.467)
C (-6.636, -17.496, 18.559)
O (-6.428, -18.238, 19.754)
P (-4.905, -18.281, 20.388)
O (-4.263, -18.830, 18.962)
C (-2.914, -18.586, 18.607)
O (-5.182, -19.539, 21.334)
C (-4.128, -19.951, 22.222)
H (-7.724, -17.481, 18.405)
H (-6.216, -18.044, 17.731)
H (-6.208, -16.460, 18.596)
H (-2.799, -18.181, 17.602)
H (-2.330, -19.541, 18.651)
H (-2.528, -17.805, 19.303)
H (-3.728, -19.068, 22.762)
H (-3.239, -20.392, 21.702)
H (-4.550, -20.675, 22.896)

Forces on the atoms, in the same order (eV/Å):
-0.473 0.259 -0.502
-0.273 -0.380 -0.587
0.425 1.189 0.892
-0.258 -0.623 -0.456
-0.128 -0.027 -0.694
0.764 -0.166 1.055
-0.149 -0.060 -0.935
-0.304 2.028 -0.975
0.268 -0.076 0.991
-0.469 0.073 -0.485
0.814 -0.564 0.638
0.630 1.832 0.160
-0.561 -1.001 -0.004
-0.372 -0.915 0.412
0.033 -0.157 -0.050
0.007 0.165 0.105
-0.308 -0.126 0.122
0.173 0.265 0.272
0.245 -1.589 1.005
-0.131 -0.723 -0.728
-0.405 -0.042 -0.273
0.274 0.388 -0.293
-1.390 0.448 -0.325
0.637 0.009 0.439
-0.209 0.121 0.354
0.673 0.524 0.585
-0.364 0.264 -0.368
0.037 -0.764 -0.647
0.027 -0.180 0.082
0.319 -0.029 -0.323
-0.149 0.537 0.446
0.806 -0.511 -0.440
-0.283 0.929 -0.077
1.115 0.304 -0.413
-1.435 -0.194 0.026
-1.262 0.256 0.557
0.507 0.208 0.135
-0.182 -1.033 0.134
-0.924 -0.120 -0.761
0.032 -0.783 -0.517
0.997 0.704 0.295
-0.423 0.717 0.694
-0.228 -0.222 -0.201
-0.317 -0.654 -0.335
0.378 -0.039 0.385
0.406 1.048 -1.564
-0.563 -1.842 1.527
-1.020 0.068 -0.407
0.286 -0.162 0.206
-0.607 -0.755 -0.154
0.270 -0.052 -0.383
0.542 -0.568 0.872
0.489 -0.005 -0.384
0.272 -0.092 0.119
0.607 0.943 0.074
0.243 0.089 0.351
0.377 0.240 0.213
0.115 0.518 -0.660
-0.140 0.062 0.254
-0.147 0.207 -0.192
0.537 -0.225 -0.189
0.160 0.196 0.484
-0.040 0.076 0.000
0.699 -0.870 0.483
0.014 0.428 -0.404
-0.887 0.703 1.217
0.089 -0.469 -0.980
-0.342 0.783 0.841
0.424 -0.417 -0.807
1.158 -0.677 -0.272
-1.694 0.464 -0.350
-0.533 0.708 -0.481
-0.425 0.082 0.808
1.307 -0.211 0.388
-0.426 0.414 -0.480
0.758 -0.369 0.661
0.113 -0.646 0.311
-0.713 1.538 -0.385
-0.536 -0.478 0.413
-0.767 0.113 -0.959
1.124 -0.694 0.843
0.544 0.704 -0.213
0.188 0.133 -1.124
0.296 -0.257 0.357
-0.045 -0.315 0.264
-0.278 0.080 -0.097
-0.654 0.540 1.143
0.696 -0.796 -0.060
0.117 -0.400 -0.516
-0.285 -0.008 -0.119
0.081 0.168 0.365
-0.542 -0.115 -0.251
0.794 -0.488 -0.161
0.125 0.293 -0.297
0.440 0.508 -0.306
-0.923 -0.214 0.021
0.011 -0.390 0.525
-0.274 0.266 0.352
-0.114 0.051 0.510
0.130 1.164 -1.141
-0.258 -0.605 -0.016
0.947 0.232 1.005
-0.079 -0.981 -0.256
1.251 0.956 -0.107
0.291 0.340 0.138
0.368 0.002 -0.409
-0.382 -0.811 0.035
-0.485 -0.039 -0.155
-0.328 0.852 0.218
0.330 -0.732 -0.371
-0.155 -0.545 -0.131
-0.919 0.270 0.128
-0.203 -0.255 0.258

As for the energy above the lowest of the compared OMol25 structures with the same formula, charge and spin: 0.000 eV. As for the spin multiplicity: 1. For the orbital gap, the calculation gives 5.754 eV. Its total charge is -2.

# 2
A structure of composition C44H47BClN6O5OsS, computed with the ωB97M-V functional and the def2-TZVPD basis.

Geometry (Å):
Os (0.309, 0.204, 0.850)
C (0.928, 5.429, -0.654)
C (0.416, 4.043, -0.852)
C (-0.225, 3.499, -1.948)
C (-0.567, 2.193, -1.589)
N (-0.101, 1.943, -0.352)
N (0.480, 3.094, 0.095)
B (0.846, 3.233, 1.582)
N (2.072, 2.384, 1.934)
N (1.960, 1.042, 1.838)
C (3.135, 0.502, 2.205)
C (4.012, 1.551, 2.517)
C (3.306, 2.723, 2.337)
C (3.735, 4.135, 2.543)
C (3.476, -0.933, 2.363)
C (4.404, -1.243, 3.364)
C (4.802, -2.547, 3.604)
C (4.275, -3.586, 2.853)
C (3.348, -3.298, 1.863)
C (2.954, -1.990, 1.618)
N (-0.345, 2.674, 2.387)
N (-0.824, 1.423, 2.136)
C (-1.916, 1.243, 2.902)
C (-2.130, 2.410, 3.641)
C (-1.133, 3.291, 3.282)
C (-0.891, 4.687, 3.743)
C (-2.728, 0.021, 3.046)
C (-3.093, -0.359, 4.340)
C (-3.891, -1.470, 4.551)
C (-4.347, -2.212, 3.470)
C (-3.999, -1.831, 2.183)
C (-3.195, -0.721, 1.969)
C (-1.401, 1.294, -2.399)
C (-1.119, 1.138, -3.756)
C (-1.957, 0.387, -4.561)
C (-3.092, -0.201, -4.019)
C (-3.382, -0.040, -2.672)
C (-2.542, 0.711, -1.864)
H (0.777, 6.006, -1.564)
H (1.993, 5.432, -0.418)
H (0.406, 5.929, 0.160)
H (-0.496, 4.004, -2.860)
H (1.054, 4.372, 1.856)
H (5.035, 1.473, 2.840)
H (4.755, 4.156, 2.920)
H (3.092, 4.642, 3.263)
H (3.703, 4.703, 1.613)
H (4.803, -0.456, 3.990)
H (5.517, -2.749, 4.390)
H (4.577, -4.607, 3.040)
H (2.921, -4.095, 1.268)
H (2.242, -1.828, 0.826)
H (-2.936, 2.591, 4.330)
H (-1.638, 4.958, 4.485)
H (-0.958, 5.394, 2.916)
H (0.095, 4.790, 4.195)
H (-2.730, 0.208, 5.188)
H (-4.158, -1.756, 5.560)
H (-4.975, -3.079, 3.631)
H (-4.361, -2.399, 1.335)
H (-2.936, -0.446, 0.961)
H (-0.238, 1.607, -4.177)
H (-1.734, 0.265, -5.613)
H (-3.754, -0.776, -4.650)
H (-4.279, -0.481, -2.255)
H (-2.788, 0.879, -0.825)
O (1.730, -0.070, -0.480)
S (1.636, 0.063, -2.058)
C (2.790, -1.240, -2.574)
C (4.086, -0.560, -3.008)
C (4.226, 0.693, -2.149)
C (2.868, 1.373, -2.249)
H (2.288, -1.847, -3.322)
H (2.912, -1.838, -1.672)
H (4.029, -0.279, -4.062)
H (4.924, -1.247, -2.899)
H (5.027, 1.347, -2.490)
H (4.427, 0.425, -1.109)
H (2.699, 1.810, -3.237)
H (2.648, 2.125, -1.490)
C (0.336, -1.086, 3.465)
O (0.007, -1.147, 2.079)
H (-0.465, -1.577, 4.014)
H (0.456, -0.059, 3.812)
H (1.270, -1.631, 3.614)
C (-4.516, -4.145, -2.489)
C (-3.480, -3.752, -3.505)
C (-3.854, -3.498, -4.821)
C (-2.905, -3.192, -5.781)
Cl (-3.418, -2.844, -7.404)
C (-1.558, -3.150, -5.465)
C (-1.173, -3.410, -4.161)
C (-2.121, -3.696, -3.191)
O (-1.665, -4.050, -1.938)
C (-1.763, -3.098, -0.910)
C (-0.742, -1.969, -0.980)
O (0.258, -2.060, -1.686)
O (-1.027, -1.015, -0.163)
H (-5.425, -4.483, -2.983)
H (-4.791, -3.309, -1.841)
H (-4.148, -4.950, -1.852)
H (-4.898, -3.551, -5.103)
H (-0.827, -2.926, -6.229)
H (-0.132, -3.394, -3.868)
H (-1.509, -3.632, 0.011)
H (-2.766, -2.691, -0.780)

Forces on the atoms, in the same order (eV/Å):
-0.006 0.360 0.356
0.016 0.006 -0.014
-0.027 0.002 0.060
-0.055 -0.001 0.014
-0.041 0.064 -0.009
0.063 -0.191 0.052
0.101 0.016 -0.171
0.025 -0.025 0.264
0.028 0.044 -0.243
-0.123 -0.235 0.074
0.112 0.097 -0.049
-0.004 0.041 0.044
-0.046 -0.028 0.051
0.009 0.006 -0.017
-0.009 -0.071 0.060
-0.026 0.020 0.047
-0.007 -0.010 0.002
-0.017 0.020 0.006
-0.001 0.008 -0.004
0.068 0.005 -0.136
-0.099 -0.024 -0.208
-0.118 -0.253 0.040
0.071 0.124 0.050
-0.030 0.003 0.009
0.073 0.019 0.013
-0.021 0.012 0.009
0.015 -0.048 -0.012
0.052 -0.019 0.003
-0.012 -0.006 -0.002
0.013 0.007 0.007
-0.001 -0.009 -0.021
-0.052 -0.024 -0.030
-0.022 -0.023 -0.047
-0.035 -0.033 0.033
-0.004 -0.007 -0.009
-0.002 -0.003 -0.007
0.005 0.014 0.006
-0.060 0.064 -0.010
0.004 -0.005 -0.003
-0.003 -0.004 0.007
-0.003 0.001 0.000
0.012 -0.017 -0.011
-0.041 0.014 -0.014
0.008 -0.041 -0.005
0.001 -0.005 -0.003
0.002 -0.002 0.003
-0.003 0.002 0.001
-0.005 0.041 -0.019
0.001 -0.004 -0.003
0.002 0.002 0.000
0.006 0.000 0.003
-0.004 0.075 -0.046
-0.007 -0.019 -0.001
-0.001 -0.005 -0.001
0.000 0.002 0.001
0.000 -0.003 -0.005
0.007 0.019 -0.010
0.000 -0.002 -0.001
0.001 0.003 -0.001
0.002 -0.003 0.001
0.072 0.048 -0.057
-0.002 0.013 -0.006
-0.007 -0.014 -0.003
-0.003 -0.013 -0.011
-0.005 0.000 0.000
0.022 -0.026 0.023
0.262 -0.050 0.059
0.049 -0.164 0.134
-0.003 0.020 0.063
0.003 -0.001 -0.049
-0.006 -0.018 0.025
-0.054 0.011 -0.030
0.010 0.018 -0.026
-0.028 -0.026 -0.011
0.013 -0.012 -0.003
0.003 0.012 0.024
-0.008 0.002 -0.012
0.002 0.004 -0.009
0.006 -0.012 -0.007
0.000 -0.001 -0.005
-0.068 -0.085 0.023
0.317 0.044 -0.197
0.003 0.018 0.002
0.021 0.006 -0.008
-0.039 0.000 0.020
0.033 0.006 0.066
0.009 -0.108 0.016
-0.007 0.017 0.005
0.014 0.026 0.000
0.000 0.004 -0.014
-0.021 0.007 -0.002
0.014 0.072 -0.034
0.047 0.054 -0.034
-0.064 -0.099 0.067
0.155 -0.077 0.116
0.059 -0.074 0.017
0.004 0.063 -0.011
-0.439 0.247 -0.101
0.008 -0.005 0.000
0.030 0.014 0.005
0.007 0.028 0.001
0.006 -0.002 -0.003
-0.002 -0.004 -0.012
-0.026 -0.021 0.007
-0.111 0.008 0.023
-0.088 0.095 -0.159

As for the energy above the lowest of the compared OMol25 structures with the same formula, charge and spin: 0.000 eV. As for the spin multiplicity: 1. For the orbital gap (spin up / spin down), the calculation gives 6.671 / 6.670 eV. Its total charge is +1.